C39H47N9O2P2PdS | the ωB97M-V functional and the def2-TZVPD basis

Geometry (Å):
Pd -0.898 -0.112 -0.037
O -2.700 -2.111 -0.025
N -2.775 -0.731 -0.083
C -3.884 -0.180 0.220
C -4.220 1.219 -0.005
C -5.574 1.524 0.149
C -6.086 2.739 -0.272
C -5.248 3.643 -0.904
C -3.899 3.349 -1.053
C -3.350 2.170 -0.557
P -1.556 1.937 -0.787
C -0.719 3.348 -0.008
C -1.392 4.293 0.667
C -0.920 5.486 1.368
C 0.302 6.025 1.448
C 1.571 5.576 0.807
C 0.787 3.318 -0.163
C -1.395 2.149 -2.577
C -0.826 3.284 -3.146
C -0.785 3.418 -4.527
C -1.321 2.428 -5.337
C -1.898 1.297 -4.770
C -1.927 1.152 -3.395
H -3.270 -2.419 0.698
H -4.700 -0.828 0.530
H -6.240 0.782 0.572
H -7.136 2.959 -0.142
H -5.638 4.577 -1.284
H -3.263 4.057 -1.571
H -2.462 4.168 0.762
H -1.706 5.999 1.910
H 0.391 6.913 2.066
H 2.189 5.074 1.563
H 1.001 2.728 -1.061
H -0.434 4.073 -2.518
H -0.343 4.301 -4.969
H -1.294 2.538 -6.413
H -2.317 0.526 -5.403
H -2.355 0.256 -2.957
S 0.278 -1.591 6.460
C -0.139 -1.459 4.769
C 0.421 -2.217 3.742
C 0.028 -1.973 2.441
N -0.868 -1.042 2.102
C -1.408 -0.319 3.090
C -1.088 -0.492 4.418
C 1.383 -2.986 6.460
C 0.886 -4.276 6.358
C 1.795 -5.326 6.373
N 3.108 -5.155 6.492
C 3.567 -3.915 6.615
C 2.748 -2.791 6.601
H 1.150 -2.988 3.947
H 0.456 -2.546 1.627
H -2.133 0.435 2.798
H -1.569 0.114 5.175
H -0.176 -4.465 6.278
H 1.448 -6.349 6.293
H 4.640 -3.807 6.727
H 3.164 -1.799 6.705
N -0.568 -5.090 -3.268
C -0.335 -3.760 -3.213
C -0.464 -3.030 -2.009
N -0.230 -1.734 -1.964
C 0.134 -1.123 -3.099
C 0.251 -1.842 -4.273
N 0.017 -3.146 -4.340
H -0.813 -5.622 -2.455
H -0.443 -5.566 -4.144
H -0.760 -3.526 -1.093
H 0.323 -0.060 -3.065
H 0.539 -1.351 -5.195
C 4.188 2.332 -0.692
N 3.032 1.442 -0.785
C 3.107 0.485 -1.887
P 2.128 1.163 0.555
O 1.107 0.091 0.244
N 1.438 2.603 0.968
C 0.828 2.711 2.303
C 1.416 4.690 -0.416
N 3.006 0.703 1.867
C 3.908 1.619 2.565
C 3.410 -0.699 1.971
H 4.324 2.848 -1.644
H 5.104 1.778 -0.470
H 4.033 3.083 0.081
H 2.991 1.004 -2.841
H 2.325 -0.261 -1.787
H 4.075 -0.023 -1.891
H 1.383 2.095 3.003
H -0.208 2.365 2.305
H 0.848 3.740 2.653
H 2.144 6.464 0.527
H 0.824 5.216 -1.169
H 2.401 4.524 -0.854
H 3.612 2.653 2.403
H 4.941 1.495 2.230
H 3.869 1.414 3.637
H 2.724 -1.331 1.412
H 3.387 -1.004 3.019
H 4.424 -0.851 1.590

charge = +2
spin multiplicity = 1
electronic energy = -91592.2038 eV
lowest unoccupied orbital energy = -0.2255 hartree
HOMO energy = -0.4683 Ha
max |F| = 0.41 eV/A